Entry 1:
Molecular formula: C29H75BN5O9PS
Method: DFT, ωB97M-V/def2-TZVPD

Cartesian coordinates (Å):
C 3.1801 1.2888 -0.3489
C 2.5932 0.9196 -1.7159
C 1.7374 1.9914 -2.4241
N 1.0718 2.9205 -1.4958
B 0.0305 2.4215 -0.6647
O -0.6898 1.2842 -0.8371
C -0.5293 0.1593 0.0574
C -1.8748 -0.3495 0.5116
P -0.3801 3.5196 0.9307
S -2.2353 3.5544 1.5643
H 4.1519 1.7755 -0.4463
H 2.5410 1.9786 0.2028
H 3.3175 0.3999 0.2676
H 3.4184 0.6878 -2.3938
H 2.0136 -0.0036 -1.6366
H 2.3678 2.5865 -3.0868
H 1.0038 1.4746 -3.0479
H 0.8394 3.7876 -1.9661
H 0.0846 0.4598 0.9142
H 0.0244 -0.6029 -0.4947
H -2.3220 0.3007 1.2632
H -2.5512 -0.4249 -0.3421
H -1.7615 -1.3466 0.9434
H 0.5943 3.1188 1.8719
H 0.1597 4.7732 0.5775
C 1.4081 -4.6164 -6.9347
O 1.6445 -3.2255 -6.9549
C 0.6786 -2.4741 -7.6805
C -0.0341 -1.5126 -6.7558
N -0.8482 -2.2412 -5.7981
C -1.4506 -1.4247 -4.7534
C -0.5086 -0.7408 -3.7725
O 0.1936 -1.6305 -2.9203
C 1.4253 -2.1297 -3.4039
H 2.2363 -5.0731 -6.3958
H 0.4681 -4.8700 -6.4313
H 1.3740 -5.0339 -7.9468
H -0.0452 -3.1465 -8.1514
H 1.1929 -1.9145 -8.4664
H -0.6817 -0.8598 -7.3497
H 0.7306 -0.8751 -6.2870
H -0.2770 -2.9609 -5.3719
H -2.1303 -2.0606 -4.1804
H -2.0641 -0.6503 -5.2260
H -1.1031 -0.1171 -3.0999
H 0.1971 -0.0840 -4.2940
H 1.9288 -1.3942 -4.0403
H 1.3106 -3.0526 -3.9810
H 2.0574 -2.3416 -2.5412
C 6.0000 9.8439 1.6958
O 4.8325 9.3441 2.3098
C 3.6185 9.8311 1.7504
C 2.8158 8.6897 1.1675
N 3.4959 8.1281 0.0124
C 2.8855 6.9253 -0.5332
C 2.8708 5.6774 0.3428
O 4.1577 5.1452 0.6009
C 4.8167 5.6568 1.7421
H 6.8480 9.4366 2.2434
H 6.0754 9.5459 0.6438
H 6.0433 10.9375 1.7428
H 3.8333 10.5718 0.9739
H 3.0419 10.3171 2.5419
H 1.8372 9.0678 0.8551
H 2.6417 7.9593 1.9713
H 4.4558 7.9295 0.2672
H 3.4073 6.6738 -1.4601
H 1.8493 7.1599 -0.8044
H 2.3313 4.8995 -0.2036
H 2.3437 5.8513 1.2895
H 4.1029 5.9197 2.5297
H 5.4175 6.5446 1.5235
H 5.4787 4.8757 2.1145
C -0.4430 -3.7233 -0.7100
O -0.5643 -4.9856 -0.0889
C 0.4329 -5.9251 -0.4656
C 1.2873 -6.2731 0.7342
N 2.0648 -5.1160 1.1461
C 2.7793 -5.2683 2.4054
C 1.9396 -5.4160 3.6696
O 1.1882 -4.2585 3.9873
C -0.1097 -4.1890 3.4319
H -1.2780 -3.1186 -0.3603
H 0.4955 -3.2193 -0.4472
H -0.4979 -3.7906 -1.7997
H 1.0599 -5.5110 -1.2623
H -0.0600 -6.8241 -0.8449
H 1.9711 -7.0864 0.4712
H 0.6151 -6.6510 1.5187
H 1.4440 -4.3191 1.2166
H 3.4230 -4.3950 2.5349
H 3.4379 -6.1402 2.3265
H 2.6209 -5.5779 4.5084
H 1.2744 -6.2866 3.6159
H -0.5532 -5.1851 3.3293
H -0.1270 -3.7133 2.4464
H -0.7247 -3.5973 4.1093
C -4.6046 -4.2741 2.0441
O -4.3843 -2.8851 2.1591
C -5.2787 -2.0803 1.3983
C -6.1045 -1.1982 2.3063
N -7.0248 -1.9996 3.0956
C -7.7626 -1.2644 4.1126
C -6.9627 -0.6464 5.2539
O -6.3403 -1.6027 6.0930
C -5.0336 -1.9886 5.7191
H -3.8311 -4.7697 2.6285
H -5.5884 -4.5702 2.4257
H -4.5266 -4.6096 1.0041
H -5.9325 -2.7119 0.7888
H -4.6841 -1.4519 0.7290
H -6.6779 -0.4969 1.6919
H -5.4084 -0.6037 2.9159
H -6.5044 -2.7481 3.5372
H -8.4990 -1.9433 4.5488
H -8.3223 -0.4620 3.6192
H -7.6582 -0.0890 5.8862
H -6.2140 0.0657 4.8860
H -4.4954 -1.1627 5.2423
H -5.0218 -2.8389 5.0301
H -4.5044 -2.2740 6.6278

As for the HOMO-LUMO gap: 8.527 eV. The value obtained for the strongest force on any atom is 1.13 eV Å⁻¹. The SMILES is CCCNB(OCC)[PH2]=S.COCCNCCOC.COCCNCCOC.COCCNCCOC.COCCNCCOC. The value obtained for the LUMO energy is 0.4 eV. For the calculated total energy, the calculation gives -2865.119217 hartree.

Mulliken population analysis, charges in e, atoms 1 to 5: -1.11 0.56 -0.74 -0.44 0.21

---

Entry 2:
Molecular formula: C19H26AuBrN6O
Method: DFT, ωB97M-V/def2-TZVPD

Cartesian coordinates (Å):
Au -2.3174 0.5264 -0.7118
C -1.1088 0.1872 -3.6876
C -0.9849 -0.3762 -2.2996
O -0.2074 -1.2121 -1.9594
H -0.4500 -0.3441 -4.3739
H -0.8428 1.2452 -3.6423
H -2.1469 0.1241 -4.0134
N -2.2984 6.7600 -1.1492
C -2.2847 5.4237 -1.0673
C -2.8302 4.6133 -2.0838
C -2.7997 3.2530 -1.9523
N -2.2645 2.6182 -0.8902
C -1.7430 3.3869 0.0822
C -1.7268 4.7539 0.0401
H -2.7182 7.2302 -1.9320
H -1.9274 7.3319 -0.4110
H -3.2811 5.0523 -2.9625
H -3.2298 2.6270 -2.7217
H -1.3332 2.8640 0.9363
H -1.2963 5.3060 0.8636
Br -2.3690 0.0786 2.5356
C -2.8068 -1.4677 1.5419
C -3.1539 -2.6217 2.2219
C -3.4843 -3.7400 1.4747
C -3.4479 -3.6643 0.0899
C -3.0886 -2.4705 -0.4980
N -2.7762 -1.3785 0.2145
H -3.1717 -2.6307 3.3010
H -3.7703 -4.6568 1.9716
H -3.7007 -4.5100 -0.5316
H -3.0451 -2.3654 -1.5721
C 4.3511 -2.9242 -0.3832
C 2.9291 -3.2048 -0.8273
N 2.0585 -2.1380 -0.3407
C 2.3589 -1.3534 0.6858
N 1.3965 -0.3951 0.9269
C 1.6563 0.5380 1.9847
C 3.1242 0.7317 2.3108
C 3.7680 -0.6205 2.5322
N 3.4637 -1.5040 1.4011
C 4.3699 -2.6236 1.1058
H 4.7637 -2.0787 -0.9359
H 4.9788 -3.7894 -0.5893
H 2.5787 -4.1594 -0.4270
H 2.8361 -3.2438 -1.9113
H 1.1712 -1.9354 -0.7949
H 1.1028 0.1427 2.8544
H 1.1467 1.4695 1.7292
H 3.2407 1.3514 3.1987
H 3.6199 1.2474 1.4853
H 3.4158 -1.0907 3.4553
H 4.8518 -0.5360 2.5932
H 4.0603 -3.4945 1.6898
H 5.3631 -2.3331 1.4427

As for the HOMO-LUMO gap (alpha / beta): 7.782 / 6.205 eV. The value obtained for the strongest force on any atom is 0.32 eV Å⁻¹. The expectation value of S² is 2.014. Its multiplicity is 3. Its charge is +2. Its energy above the lowest of the compared OMol25 structures with the same formula, charge and spin is 0.00 kJ/mol. The value obtained for the LUMO energy (alpha / beta) is -4.9 / -7.7 eV. For the calculated total energy, the calculation gives -3852.551004 hartree.

Mulliken population analysis, charges in e, atoms 1 to 5: 0.50 -1.21 0.36 -0.51 0.37

---

Entry 3:
Molecular formula: C5H7BO2S
Method: DFT, ωB97M-V/def2-TZVPD

Cartesian coordinates (Å):
B -0.7891 -0.0671 -1.7313
C -0.0901 -2.0570 -0.0270
C 1.0301 -0.8213 1.9955
C -0.2923 -0.8376 -0.4877
C 0.5443 0.2576 1.3141
C 0.5553 1.6787 1.3590
O -2.0895 -0.2808 -2.2440
O 0.1966 0.7551 -2.3034
S 0.8818 -2.4129 1.3544
H -0.6338 -2.9682 -0.3938
H 1.3781 -0.8062 2.9494
H 1.4238 2.0905 2.1031
H 0.6137 2.1800 0.4137
H -0.2689 1.9062 1.8720
H -2.2751 0.2787 -2.9917
H -0.1849 1.1044 -3.1824

As for the HOMO-LUMO gap: 8.117 eV. The value obtained for the strongest force on any atom is 6.30 eV Å⁻¹. Its energy above the lowest of the compared OMol25 structures with the same formula, charge and spin is 405.50 kJ/mol. The value obtained for the LUMO energy is 0.2 eV. For the calculated total energy, the calculation gives -768.190938 hartree.

Mulliken population analysis, charges in e, atoms 1 to 5: 0.48 -0.25 -0.43 -0.07 0.22

---

Entry 4:
Molecular formula: C6H26BaO8
Method: DFT, ωB97M-V/def2-TZVPD

Cartesian coordinates (Å):
Ba -0.4266 -0.0523 -0.3073
O -2.9723 0.2433 -0.8580
H -3.8334 0.7040 -0.8869
O 2.1319 -0.0003 -0.7420
H 2.6537 -0.8261 -0.7600
C -0.6142 -0.6112 3.5211
O -1.4636 -0.7184 2.4121
H 0.1422 0.1504 3.3318
H -1.1687 -0.5982 4.4594
H 0.0268 -1.4924 3.5460
H -2.3644 -0.6907 2.7430
C -1.3931 -0.5000 -4.3752
O -0.7089 -0.6732 -3.1051
H -1.0668 0.4202 -4.8598
H -1.2160 -1.2623 -5.1339
H -2.4644 -0.6454 -4.2364
H 0.1894 -0.8876 -3.3674
C 3.4197 -0.4818 2.4921
O 2.2310 -0.5622 1.7660
H 4.1496 -1.2387 2.2045
H 3.8265 0.5031 2.2631
H 3.2259 -0.5711 3.5610
H 2.2878 -0.2419 0.8628
C 1.1064 2.5439 1.9203
O -0.0771 1.9621 1.5705
H 1.2494 3.4780 1.3771
H 1.2932 2.6938 2.9837
H 1.8949 1.8722 1.5810
H -0.5949 2.2146 2.3385
C -1.3324 -3.8431 -0.4541
O -0.5886 -2.7863 0.2175
H -1.8320 -3.3751 -1.3023
H -0.6641 -4.6158 -0.8341
H -2.0098 -4.2795 0.2799
H 0.1736 -3.2150 0.6137
C -0.8733 2.9431 -2.6279
O 0.0707 2.4316 -1.6610
H -0.8801 2.2315 -3.4536
H -1.8459 3.1589 -2.1857
H -0.6569 3.9299 -3.0371
H 0.9748 2.6879 -1.8573

As for the HOMO-LUMO gap (alpha / beta): 8.657 / 4.566 eV. The value obtained for the strongest force on any atom is 3.90 eV Å⁻¹. The expectation value of S² is 0.753. Its multiplicity is 2. Its charge is +1. The value obtained for the LUMO energy (alpha / beta) is -2.8 / -6.9 eV. For the calculated total energy, the calculation gives -871.296963 hartree.

Mulliken population analysis, charges in e, atoms 1 to 5: 1.77 -0.38 0.28 -1.05 0.17

---

Entry 5:
Molecular formula: C5H9INS
Method: DFT, ωB97M-V/def2-TZVPD

Cartesian coordinates (Å):
C -0.2432 -1.3174 1.1647
C 0.1775 -0.0792 0.8014
C -1.6293 -0.4914 -0.8543
C 1.1553 0.7960 1.6309
C 0.6765 0.1458 -1.5655
N -0.2185 0.4235 -0.4964
S -1.2580 -2.0691 -0.1406
I -3.2936 0.6275 0.0065
H -0.0693 -2.0836 2.0752
H -1.9073 -0.4747 -1.9287
H 0.7744 1.8525 1.8974
H 2.0150 0.8171 1.0314
H 1.4679 0.1694 2.4639
H 0.6338 -0.8982 -1.8157
H 0.4761 0.7965 -2.4788
H 1.6903 0.4208 -1.2931
H -0.4475 1.3644 -0.4982

As for the HOMO-LUMO gap: 9.174 eV. The value obtained for the strongest force on any atom is 5.05 eV Å⁻¹. Its charge is +1. The SMILES is CC1=CS[C@@H](I)[N@@H+]1C. Its energy above the lowest of the compared OMol25 structures with the same formula, charge and spin is 0.00 kJ/mol. The value obtained for the LUMO energy is -3.9 eV. For the calculated total energy, the calculation gives -946.225451 hartree.

Mulliken population analysis, charges in e, atoms 1 to 5: -0.10 0.02 -0.47 -1.10 -0.82

---

Entry 6:
Molecular formula: C11H11NOS
Method: DFT, ωB97M-V/def2-TZVPD

Cartesian coordinates (Å):
C -3.2940 0.1067 -1.2587
C -2.9353 -1.2832 -1.0196
C -2.3515 1.0911 -1.2169
C -1.6194 -1.5821 -0.7920
C -1.0608 0.7806 -1.0356
C -0.5734 -0.5608 -0.8252
C 0.1056 1.6747 -0.9583
C 2.4988 1.1228 -0.6074
C 3.2451 -0.1709 -0.8212
C 0.7453 -0.4838 -0.6419
C -0.0320 -1.0938 2.8566
N 1.1853 0.8161 -0.8611
O 0.1730 2.8916 -1.1246
S 2.0549 -1.5292 -0.3356
H -4.3444 0.3818 -1.4130
H -3.7256 -1.9777 -1.1128
H -2.6705 2.0576 -1.6759
H -1.2291 -2.6457 -0.8169
H 2.6546 1.3450 0.4274
H 2.9787 1.9737 -1.1151
H 3.3030 -0.3755 -1.9197
H 4.2431 -0.2207 -0.3351
H -0.0725 -0.2828 2.1366
H 0.8756 -1.3335 3.4004
H -0.8142 -1.8370 2.7350

As for the HOMO-LUMO gap (alpha / beta): 7.829 / 6.881 eV. The value obtained for the strongest force on any atom is 5.58 eV Å⁻¹. Its energy above the lowest of the compared OMol25 structures with the same formula, charge and spin is 279.05 kJ/mol. The value obtained for the LUMO energy (alpha / beta) is -1.0 / 0.1 eV. For the calculated total energy, the calculation gives -953.826256 hartree.

Mulliken population analysis, charges in e, atoms 1 to 5: -0.39 -0.63 -0.44 -0.73 0.43

---

Entry 7:
Molecular formula: C16H51O13
Method: DFT, ωB97M-V/def2-TZVPD

Cartesian coordinates (Å):
C 9.4700 19.7092 28.8717
O 10.1600 18.9445 29.7044
O 8.1304 19.8247 28.9759
O 10.0459 20.4049 27.9678
H 7.9806 19.2388 29.6792
C 13.7648 17.4851 26.3930
C 12.5260 17.8765 27.3282
O 11.4458 18.2375 26.7507
H 14.0349 18.3024 25.8110
H 13.5356 16.6969 25.6758
H 14.4966 17.2056 27.0611
H 12.7769 18.8085 28.0002
H 12.2262 17.1312 28.0081
H 10.8480 18.7917 27.0956
C 12.7647 22.6707 31.0853
C 11.7873 21.9937 30.0968
O 12.1724 20.5850 29.8823
H 13.8990 22.5101 30.8510
H 12.5418 22.4095 32.1339
H 12.6345 23.8120 30.8037
H 11.7773 22.4975 29.1132
H 10.9148 22.2214 30.2705
H 11.4510 20.1606 29.2233
C 12.7281 23.2404 24.9925
C 11.9087 22.6224 26.1848
O 11.0517 21.6246 25.5746
H 12.2039 23.9010 24.2485
H 13.2593 22.6691 24.3972
H 13.3759 24.0877 25.4545
H 11.2826 23.1690 26.6423
H 12.4755 22.2826 26.8850
H 10.8508 21.0613 26.2038
C 6.1152 17.9237 33.6597
C 6.7965 17.9917 32.3648
O 7.1075 16.6918 31.8909
H 5.1922 17.3246 33.4902
H 5.8735 18.9450 34.0844
H 6.8545 17.4046 34.3877
H 7.7906 18.4595 32.4485
H 6.4395 18.5599 31.6246
H 7.9078 16.6474 31.4198
C 11.1409 20.6942 34.0372
C 11.0253 19.5885 32.9923
O 9.8703 19.9377 32.3677
H 11.2362 21.4789 33.6995
H 12.0534 20.4161 34.7035
H 10.4520 20.3724 34.7236
H 10.7301 18.5906 33.4414
H 11.8979 19.3704 32.1518
H 10.0452 19.6239 31.4060
C 9.6407 15.5302 29.1115
O 9.2049 16.5639 30.0152
H 10.3403 14.8780 29.6014
H 9.8575 16.0241 28.2612
H 8.8105 15.1659 28.6355
H 9.6034 17.2940 29.8417
C 7.4065 22.7977 27.5893
O 8.7821 22.9091 28.0366
H 7.2256 22.1868 26.7701
H 7.2548 23.8394 27.1428
H 6.8663 22.7980 28.5236
H 9.1750 22.0835 28.0808
C 7.2183 22.0219 31.4644
O 7.2272 21.3785 32.7075
H 6.8736 21.3150 30.6198
H 8.3134 22.4625 31.0560
H 6.7962 22.8980 31.5895
H 8.0037 20.9153 32.6628
C 13.3115 17.7016 29.9994
O 12.1527 17.0444 30.2434
H 13.5794 17.8953 29.1418
H 14.2571 17.2434 30.4784
H 13.2426 18.7986 30.3779
H 11.4894 17.6490 30.3783
C 4.7185 20.5311 27.3515
O 4.0286 21.3165 28.2895
H 5.0344 21.0710 26.4498
H 4.2050 19.6987 26.9313
H 5.6643 19.9792 27.4506
H 3.8978 22.2921 28.1620

As for the HOMO-LUMO gap: 9.195 eV. The value obtained for the strongest force on any atom is 17.83 eV Å⁻¹. Its charge is -1. Its energy above the lowest of the compared OMol25 structures with the same formula, charge and spin is 86.58 kJ/mol. The value obtained for the LUMO energy is 2.6 eV. For the calculated total energy, the calculation gives -1617.883741 hartree.

Mulliken population analysis, charges in e, atoms 1 to 5: 0.14 0.49 -0.26 -0.66 0.23